21
Properties=species:S:1:pos:R:3:forces:R:3:nbo_charge:R:1 method="wB97M-V/def2-TZVPD" lumo_energy_ev="-0.9 / -0.9" de_lowest_kj_mol=804.6 orbital_gap_ev="7.293 / 7.287" homo_energy_ev="-8.17 / -8.17" fmax_ev_per_a=7.4
C 3.02061 -0.57955 0.47119 -0.1 0.1 -0.1 -0.423
N 1.70719 -0.59603 -0.12864 -1.6 3.6 -0.3 -0.831
C -0.01081 1.47294 0.38754 -2.4 0.2 -1.9 -0.345
C -0.02856 0.95631 1.61645 -0.5 1.6 2.5 -0.170
H 1.80696 -0.66105 -1.14240 0.0 0.1 0.1 0.352
H 1.31747 0.76720 -0.02627 0.7 -4.0 -0.7 0.349
H 3.54946 -1.48204 0.14179 0.3 0.3 0.2 0.193
H 2.89113 -0.62336 1.55419 0.3 0.0 0.1 0.171
H 3.54914 0.34523 0.20611 0.5 -0.4 0.2 0.170
H 0.60074 0.19961 2.05996 0.3 -0.9 -1.4 0.228
H -0.53170 1.31427 2.49829 -0.4 1.3 0.0 0.201
C -2.00715 -1.20597 -1.20922 0.1 0.4 -0.6 -0.679
C -1.98979 0.09141 -0.45803 -0.5 0.6 1.0 0.269
C -0.82538 1.01946 -0.76936 5.6 -3.6 -3.3 0.354
N -2.72148 0.42424 0.51662 -0.4 0.2 -0.1 -0.605
O -0.21093 0.89849 -1.87782 -2.6 0.9 1.3 -0.606
H -3.47376 -0.23756 0.70943 0.2 -0.2 0.0 0.343
H -0.66866 2.44335 -0.31200 0.4 -0.2 2.9 0.300
H -2.02518 -0.99213 -2.27817 0.0 -0.1 0.0 0.252
H -1.07645 -1.74550 -1.02099 0.0 0.0 0.1 0.258
H -2.87286 -1.80932 -0.93870 0.1 0.1 0.1 0.218


21
Properties=species:S:1:pos:R:3:forces:R:3:nbo_charge:R:1 method="wB97M-V/def2-TZVPD" lumo_energy_ev=0.3 de_lowest_kj_mol=259.0 orbital_gap_ev=8.731 homo_energy_ev=-8.44 fmax_ev_per_a=3.3
C -0.24218 1.92527 0.73000 1.2 0.4 0.3 0.265
C -0.53024 0.76526 1.62765 0.1 -0.1 0.1 -0.565
C 0.60959 -2.13274 -0.73110 0.0 0.3 0.2 -0.641
C -0.29444 0.25835 -1.52652 1.1 -2.0 1.0 -0.691
C 0.46884 -0.72731 -0.16413 -2.3 1.4 -2.0 0.289
C -0.63938 -0.54294 0.86287 0.1 -0.3 -0.3 0.311
N 0.98355 2.21329 0.44764 -0.9 -0.4 0.0 -0.674
N -1.62728 -1.29078 1.10416 -0.5 0.1 0.0 -0.650
O 1.64559 -0.21368 0.18857 1.2 2.3 0.6 -0.802
H -1.07612 2.52940 0.38037 0.1 0.1 0.0 0.192
H 1.14556 3.01695 -0.14378 -0.2 0.1 -0.1 0.382
H 1.60951 1.05047 0.33766 -0.3 -2.2 -0.1 0.477
H -1.66076 -2.12688 0.52115 0.3 0.0 0.1 0.342
H 0.30165 0.64815 2.32957 -0.1 0.1 -0.1 0.259
H -1.45857 0.92134 2.17402 0.0 0.0 0.0 0.252
H 1.30988 -2.10368 -1.56385 0.0 0.0 0.0 0.228
H -0.33522 -2.54490 -1.08074 0.0 0.0 0.0 0.199
H 1.02012 -2.78330 0.04142 0.0 0.0 0.0 0.222
H -0.73714 -0.53310 -2.12671 0.0 0.1 -0.2 0.205
H -1.07439 1.00306 -1.38053 0.1 0.0 0.4 0.192
H 0.58141 0.66775 -2.02774 -0.1 0.1 0.0 0.207


21
Properties=species:S:1:pos:R:3:forces:R:3:nbo_charge:R:1 method="wB97M-V/def2-TZVPD" lumo_energy_ev=-0.5 de_lowest_kj_mol=414.2 orbital_gap_ev=8.260 homo_energy_ev=-8.78 fmax_ev_per_a=0.6
C -0.41879 1.30568 -0.87771 -0.1 0.0 0.0 -0.132
C -1.42443 1.49548 -2.02841 0.1 0.0 0.1 -0.614
C -0.22025 -0.18745 -0.65788 0.1 -0.2 0.0 0.659
N -0.82857 -0.74513 0.37636 0.0 0.1 -0.1 -0.902
N -0.79324 1.95675 0.38004 0.0 -0.1 -0.1 -0.840
O 0.53594 -0.79926 -1.48350 -0.1 0.1 0.2 -0.716
H 0.54838 1.70327 -1.19559 0.0 0.0 0.0 0.198
H 0.07676 -0.71711 1.67103 0.2 -0.1 -0.1 0.413
H -0.79045 -1.75864 0.27008 0.1 0.0 -0.1 0.347
H -1.54321 1.42952 0.81686 0.0 0.0 0.0 0.374
H -1.13055 2.89597 0.20021 0.0 -0.1 0.0 0.353
H -1.08231 0.99258 -2.93493 0.0 0.0 0.1 0.223
H -2.39811 1.08816 -1.74606 0.0 0.0 0.0 0.208
H -1.54484 2.55919 -2.24869 0.0 0.0 0.0 0.202
C 2.04524 -2.15041 0.27664 0.1 0.0 0.2 -0.553
C 1.01574 -1.05975 2.41817 0.0 0.1 0.3 -0.811
C 1.71255 -1.70158 1.40803 -0.3 0.1 -0.5 0.386
H 0.57302 -1.70226 3.17843 0.0 0.0 -0.1 0.263
H 2.89230 -2.74699 -0.02661 0.0 0.0 0.1 0.282
H 1.31495 -1.71216 -0.60445 -0.2 0.2 0.1 0.394
H 1.45988 -0.14588 2.80799 0.0 -0.1 0.0 0.265